# 1
Entry from the Open Molecules 2025 dataset: C35H37N2O6PZr as an isolated structure (ωB97M-V/def2-TZVPD).

Properties
ΔE to the lowest compared entry with this formula, charge and spin = 0.0 kcal/mol
multiplicity = 1
net charge = +2
LUMO energy = -5.436 eV

```
82
C35H37N2O6PZr (ωB97M-V/def2-TZVPD)
Zr 0.15 -0.06 -0.03
C 0.39 -4.01 3.04
N 0.90 -2.69 3.42
C 1.48 -2.56 4.76
C 0.77 -1.67 2.61
O 0.29 -1.75 1.46
C 1.27 -0.31 3.07
O 1.42 0.44 1.87
C 2.06 1.70 1.98
C 2.33 2.12 0.54
O 1.76 1.47 -0.36
N 3.18 3.09 0.28
C 3.45 3.49 -1.10
C 3.86 3.88 1.30
H -0.36 -4.33 3.75
H 1.21 -4.73 3.04
H -0.04 -3.96 2.05
H 1.33 -3.50 5.29
H 0.99 -1.78 5.34
H 2.55 -2.37 4.71
H 2.23 -0.38 3.59
H 0.54 0.16 3.73
H 2.99 1.60 2.55
H 1.41 2.43 2.48
H 2.92 2.85 -1.79
H 4.52 3.43 -1.28
H 3.13 4.52 -1.24
H 3.51 3.65 2.30
H 3.67 4.94 1.12
H 4.93 3.71 1.25
O -1.50 0.59 1.28
C -1.11 1.59 0.65
C -1.96 2.71 0.25
C -2.81 3.47 1.06
C -3.59 4.44 0.47
C -3.56 4.63 -0.91
C -2.74 3.86 -1.72
C -1.90 2.92 -1.13
P -0.90 1.69 -2.06
C -2.12 1.02 -3.23
C -1.88 0.93 -4.60
C -2.84 0.37 -5.44
C -4.03 -0.10 -4.91
C -4.28 0.00 -3.55
C -3.32 0.55 -2.71
C 0.33 2.59 -3.04
C 0.40 3.98 -3.12
C 1.39 4.57 -3.90
C 2.30 3.79 -4.59
C 2.24 2.41 -4.51
C 1.26 1.81 -3.73
H -2.85 3.29 2.12
H -4.25 5.05 1.08
H -4.20 5.38 -1.36
H -2.77 3.97 -2.80
H -0.96 1.31 -5.02
H -2.65 0.31 -6.50
H -4.78 -0.52 -5.57
H -5.22 -0.35 -3.14
H -3.52 0.61 -1.65
H -0.30 4.60 -2.58
H 1.44 5.65 -3.96
H 3.06 4.26 -5.21
H 2.94 1.79 -5.05
H 1.21 0.73 -3.65
C 3.18 -2.66 -2.13
C 1.83 -2.08 -1.83
O 1.78 -1.23 -0.91
C 0.67 -2.50 -2.58
C 0.84 -3.32 -3.72
C -0.23 -3.75 -4.46
C -1.53 -3.41 -4.05
C -1.73 -2.63 -2.93
C -0.65 -2.15 -2.18
O -0.90 -1.39 -1.13
H 3.88 -2.34 -1.36
H 3.53 -2.29 -3.10
H 3.15 -3.74 -2.19
H 1.83 -3.60 -4.04
H -0.08 -4.36 -5.33
H -2.38 -3.76 -4.61
H -2.73 -2.36 -2.61
```

=====

# 2
Entry from the Open Molecules 2025 dataset: C35H37N3O4ScTe as an isolated structure in a non-equilibrium geometry (ωB97M-V/def2-TZVPD).

Properties
⟨S²⟩ = 0.756
multiplicity = 2
net charge = 0
LUMO energy (alpha / beta) = 0.131 / -1.039 eV

```
81
C35H37N3O4ScTe (ωB97M-V/def2-TZVPD)
Sc -0.56 -1.68 -2.69
C -5.04 -3.05 -3.62
O -5.05 -1.92 -2.75
C -4.53 -2.18 -1.52
C -5.37 -2.24 -0.42
C -4.86 -2.47 0.86
C -3.50 -2.60 1.02
C -2.63 -2.51 -0.08
C -1.19 -2.65 0.18
N -0.31 -2.46 -0.71
N 1.03 -2.67 -0.38
C 1.76 -2.60 -1.45
O 1.29 -2.42 -2.67
C 3.23 -2.77 -1.29
C 4.03 -2.95 -2.42
C 5.40 -3.09 -2.28
C 5.99 -3.03 -1.02
C 5.19 -2.83 0.10
C 3.82 -2.70 -0.03
C -3.14 -2.32 -1.37
O -2.36 -2.30 -2.45
H -5.45 -2.73 -4.58
H -5.66 -3.85 -3.22
H -4.03 -3.42 -3.77
H -6.43 -2.12 -0.59
H -5.52 -2.53 1.71
H -3.07 -2.78 2.00
H -0.87 -2.94 1.18
H 3.56 -2.98 -3.39
H 6.02 -3.24 -3.16
H 7.06 -3.13 -0.92
H 5.65 -2.78 1.08
H 3.19 -2.56 0.84
C -0.54 1.93 -4.16
C -0.54 0.58 -3.50
O -0.67 -0.45 -4.30
N -0.42 0.34 -2.20
Te 0.22 2.00 -0.86
C 1.73 2.66 0.56
C 1.38 3.52 1.61
C -0.02 4.03 1.85
C 2.39 3.92 2.49
C 3.70 3.50 2.35
C 4.78 3.95 3.31
C 4.01 2.66 1.28
C 3.05 2.23 0.38
C 3.45 1.29 -0.74
C -1.04 1.21 0.63
C -0.53 0.56 1.77
C 0.92 0.22 2.00
C -1.44 0.19 2.77
C -2.80 0.44 2.66
C -3.75 0.07 3.77
C -3.27 1.02 1.49
C -2.42 1.41 0.47
C -3.03 2.00 -0.78
H -0.82 1.82 -5.20
H 0.46 2.38 -4.11
H -1.23 2.60 -3.65
H -0.59 4.17 0.93
H 0.01 5.00 2.37
H -0.59 3.34 2.48
H 2.13 4.60 3.31
H 4.38 4.62 4.07
H 5.58 4.47 2.79
H 5.22 3.09 3.82
H 5.04 2.32 1.15
H 4.51 1.03 -0.66
H 3.30 1.74 -1.72
H 2.88 0.36 -0.72
H 1.42 -0.09 1.09
H 1.00 -0.61 2.70
H 1.47 1.07 2.42
H -1.06 -0.30 3.66
H -3.32 -0.69 4.43
H -4.69 -0.32 3.37
H -3.99 0.94 4.38
H -4.34 1.17 1.37
H -4.11 2.13 -0.65
H -2.88 1.35 -1.65
H -2.61 2.98 -1.04
```

=====

# 3
Entry from the Open Molecules 2025 dataset: C35H38BrGaNO7 as an isolated structure in a non-equilibrium geometry (ωB97M-V/def2-TZVPD).

Properties
ΔE to the lowest compared entry with this formula, charge and spin = 14.1 kcal/mol
multiplicity = 1
net charge = -1
LUMO energy = 2.452 eV

```
83
C35H38BrGaNO7 (ωB97M-V/def2-TZVPD)
Ga 0.64 2.12 -0.69
N -0.52 2.22 -2.35
C -0.64 3.59 -2.96
C 0.39 4.69 -2.63
C 0.27 5.01 -1.14
O 0.41 6.19 -0.80
O -0.04 4.02 -0.28
H -0.08 1.59 -3.03
H -1.43 1.68 -2.00
H -1.64 4.04 -2.70
H -0.63 3.48 -4.05
H 0.10 5.55 -3.20
H 1.38 4.22 -2.92
C -0.57 -5.06 2.63
C 0.47 -4.06 3.06
C 1.80 -4.84 3.18
C 0.09 -3.44 4.42
C 0.62 -2.91 2.03
C 1.12 -1.62 2.27
C 1.41 -0.80 1.20
Br 2.67 0.53 1.63
C 0.85 -1.02 -0.14
O 0.80 0.00 -0.93
C 0.20 -2.28 -0.40
C 0.24 -3.20 0.69
C -0.50 -2.70 -1.65
C -0.65 -1.58 -2.70
C -1.93 -3.24 -1.34
C 0.38 -3.79 -2.27
H -0.66 -5.86 3.37
H -0.38 -5.59 1.72
H -1.54 -4.60 2.51
H 1.79 -5.45 4.13
H 2.58 -4.12 3.25
H 1.91 -5.32 2.17
H 0.31 -4.10 5.30
H -0.98 -3.10 4.43
H 0.70 -2.57 4.53
H 1.31 -1.30 3.30
H -0.18 -4.16 0.53
H -1.07 -0.72 -2.14
H -1.22 -1.92 -3.55
H 0.35 -1.31 -3.03
H -2.62 -2.38 -1.11
H -1.98 -4.07 -0.60
H -2.33 -3.68 -2.27
H 1.35 -3.47 -2.58
H -0.06 -4.15 -3.23
H 0.57 -4.67 -1.62
O -2.51 1.17 -1.25
C -2.12 1.27 0.00
O -0.92 1.49 0.44
C -3.15 1.25 1.07
C -2.88 1.49 2.40
C -3.94 1.56 3.31
C -5.18 1.49 2.80
O -6.33 1.83 3.49
C -7.43 1.62 2.57
O -6.86 1.37 1.29
C -5.50 1.23 1.51
C -4.49 1.13 0.58
H -1.81 1.67 2.76
H -3.76 1.73 4.39
H -8.05 2.48 2.46
H -7.98 0.75 2.89
H -4.68 0.99 -0.45
C 5.54 1.29 -3.50
C 4.19 0.81 -3.64
C 3.20 1.10 -2.65
C 3.51 2.07 -1.62
C 2.55 2.49 -0.72
C 2.91 3.47 0.20
C 4.28 3.86 0.35
C 5.24 3.40 -0.48
C 4.86 2.52 -1.53
C 5.86 2.16 -2.49
H 6.27 1.00 -4.30
H 4.00 0.14 -4.48
H 2.26 0.51 -2.65
H 2.18 3.86 0.90
H 4.53 4.70 1.05
H 6.28 3.72 -0.35
H 6.87 2.54 -2.38
```

=====

Number 1: DFT total energy -62721.80981 eV. Number 2: DFT total energy -77552.46177 eV. Number 3: DFT total energy -175156.00205 eV.